a) C3H11N2S | ωB97M-V/def2-TZVPD

Positions of all 17 atoms, in Å:
H -3.09969 -0.39277 0.37215
H -2.05390 -2.13872 -1.40829
C 2.06481 0.18277 1.06234
H 3.69952 1.24688 1.41730
N 1.60303 0.66300 -0.05184
H -2.23731 1.77743 -0.93798
H -1.47517 -0.95784 0.74678
H -1.15822 -0.66282 -1.91698
H -2.94024 -0.69171 -1.97906
C -2.04069 -1.07527 -1.42918
H 0.64266 0.61660 -0.24682
N 3.33111 0.28754 1.46305
H 1.36418 -0.52980 1.67478
H 2.10139 1.19199 -0.75753
C -2.07991 -0.43738 -0.07288
S -1.39432 1.31554 0.02189
H 3.67276 -0.39542 2.04226

Summary:
HOMO level   -0.4775 Eh
Lowest unoccupied orbital energy   -4.07 eV
Gap between HOMO and LUMO   8.927 eV
Charge   +1

b) C3H11N2S | ωB97M-V/def2-TZVPD

Positions of all 17 atoms, in Å:
H 0.83231 -0.25485 -1.29442
H 2.13415 -0.23133 0.82417
H 1.99049 1.51664 0.11641
H 1.10191 0.98496 1.60554
C -1.13669 -1.76674 -0.43566
H -0.84349 -1.97043 -1.41407
H -0.85535 1.35959 -1.56544
H 0.55646 2.30849 -1.15675
H -2.15423 -1.42450 -0.53686
S -0.95438 -0.34854 1.91767
H -0.68927 2.15998 -0.23709
H -1.17142 -2.71114 -0.01308
C 1.58501 0.68621 0.71627
C 0.44772 0.09353 -0.26537
H -0.14703 -1.31831 2.34598
N -0.52596 -0.65949 0.29575
N -0.17024 1.57596 -0.90307

Summary:
HOMO level   -0.5015 Eh
Lowest unoccupied orbital energy   -3.37 eV
Gap between HOMO and LUMO   10.272 eV
Charge   +1

Energy above the most stable structure, in kcal/mol: a) 0.0; b) 33.6

a) C3H11N2S | ωB97M-V/def2-TZVPD

Positions of all 17 atoms, in Å:
H 1.65521 1.40894 1.26618
H -1.63161 2.37334 0.43788
H -0.27095 -1.47943 -2.79150
C 0.57502 -2.63466 -0.33716
H -1.00579 -0.00257 -2.42063
H 1.61485 2.43303 2.66769
S 0.11752 -0.92150 -0.50107
H -0.07812 -3.40592 -0.74919
H -1.77756 -1.48874 -1.90332
H -0.29926 1.39527 -0.16717
N 1.12494 1.86134 1.99061
H 1.55558 -2.86307 -0.75403
N -0.70536 1.98069 0.54483
C -0.81333 -0.98791 -1.97785
C -0.09096 2.25798 1.65489
H -0.55878 2.97721 2.31778
H 0.58861 -2.90400 0.72206

Summary:
HOMO level   -0.4459 Eh
Lowest unoccupied orbital energy   -3.64 eV
Gap between HOMO and LUMO   8.493 eV
Charge   +1

b) C3H11N2S | ωB97M-V/def2-TZVPD

Positions of all 17 atoms, in Å:
C 0.23307 -1.60734 2.61890
N -0.39109 -1.10698 0.30795
H -0.63585 1.40842 -2.73500
H -0.31874 -1.99466 3.46622
H 0.28542 -0.96704 -1.56708
H -0.09084 -3.02844 1.17966
N -0.96961 2.22873 -2.41728
H 0.51630 1.78873 0.03854
H 0.31051 -0.46006 2.65484
H -1.17227 -2.05599 -1.36922
H -1.38775 -0.41288 -1.24015
H -0.58152 3.09652 -2.79012
C -0.71429 -1.19002 -1.03602
S -0.50944 1.59958 0.82353
C -0.10853 -1.94411 1.22169
H 1.14329 -2.07835 2.67724
H -1.98790 2.13251 -2.35838

Summary:
HOMO level (spin up / spin down)   -0.5048 / -0.4941 Eh
Lowest unoccupied orbital energy (spin up / spin down)   -7.25 / -7.04 eV
Gap between HOMO and LUMO (spin up / spin down)   6.482 / 6.406 eV
Charge   +1

Energy above the most stable structure, in kcal/mol: a) 0.0; b) 111.0

a) C2H3ClSi | ωB97M-V/def2-TZVPD

Positions of all 7 atoms, in Å:
Cl 2.67055 -0.03671 0.12594
C -0.46366 -0.65715 -0.11733
H 0.78338 1.48979 -1.43504
H -0.26374 2.07516 1.41620
Si 0.83543 0.62814 -0.27578
H -2.17946 -2.08558 0.21591
C -1.38250 -1.41366 0.07010

Summary:
HOMO level   -0.3253 Eh
Lowest unoccupied orbital energy   -0.55 eV
Gap between HOMO and LUMO   8.302 eV

b) C2H3ClSi | ωB97M-V/def2-TZVPD

Positions of all 7 atoms, in Å:
H 0.73748 -3.43782 -0.79070
Si -0.70043 1.66337 0.43079
H -0.46706 2.14886 1.75989
H 0.24079 1.82904 -0.79541
Cl -2.48726 2.06962 -0.28585
C 0.19151 -2.49916 -0.84506
C -0.17049 -1.35780 -0.70047

Summary:
HOMO level (spin up / spin down)   -0.3218 / -0.3263 Eh
Lowest unoccupied orbital energy (spin up / spin down)   -2.33 / -2.19 eV
Gap between HOMO and LUMO (spin up / spin down)   6.423 / 6.691 eV

Energy above the most stable structure, in kcal/mol: a) 0.0; b) 47.8

a) C3H8OS2 | ωB97M-V/def2-TZVPD

Positions of all 14 atoms, in Å:
S 0.60734 0.50332 -0.59935
H -1.66769 1.08768 0.17691
H 1.34481 -0.51484 0.24717
H -1.25844 -1.76941 1.50317
H 1.40625 1.79556 -2.22483
H 1.56992 2.60403 -0.53195
C -0.82077 -2.00425 0.52135
H 0.26125 -1.93961 0.29548
C -0.63373 0.67142 0.50847
C 1.55268 1.71574 -1.14125
O 0.26783 -0.30387 -1.86623
H -1.58941 -2.61017 -1.70495
S -2.09606 -2.48617 -0.51099
H -0.47686 0.69848 1.58606

Summary:
HOMO level (spin up / spin down)   -0.2932 / -0.2795 Eh
Lowest unoccupied orbital energy (spin up / spin down)   -0.57 / -1.45 eV
Gap between HOMO and LUMO (spin up / spin down)   7.409 / 6.157 eV

b) C3H8OS2 | ωB97M-V/def2-TZVPD

Positions of all 14 atoms, in Å:
O -0.89884 -0.70390 -2.72303
C 0.09125 0.00942 2.70707
H 1.09544 0.27790 2.40195
H 0.11730 -0.69083 3.52973
S -2.28030 0.67020 1.09031
H 1.80804 0.60707 -1.50157
C -0.16329 0.03652 -2.12750
S -0.77483 -0.74119 1.28293
H 1.31303 -0.99131 -1.05264
H 1.75710 -0.70127 -2.75372
H -0.41981 0.92195 2.99269
C 1.28727 -0.27500 -1.87470
H -2.39171 0.58392 -0.24414
H -0.54067 0.99652 -1.72738

Summary:
HOMO level   -0.3106 Eh
Lowest unoccupied orbital energy   0.39 eV
Gap between HOMO and LUMO   8.844 eV

Energy above the most stable structure, in kcal/mol: a) 162.8; b) 0.0

a) C3H8OS2 | ωB97M-V/def2-TZVPD

Positions of all 14 atoms, in Å:
S -1.32548 1.11349 -1.24207
H 0.15151 0.96596 -2.84394
C -0.08238 0.19856 -2.08116
H -0.62351 -0.62436 -2.58654
C 0.98047 -0.24950 -1.14733
H 1.96991 -0.07954 -1.61377
S -0.97203 0.41328 0.62459
H -1.15241 -1.16886 4.16977
H 1.38241 0.03209 1.02510
O -1.72226 -1.03302 3.37915
H 0.88891 -1.33256 -0.93744
H 1.05119 1.54265 0.12813
H -1.33846 -0.24673 2.92892
C 0.79212 0.46857 0.19655

Summary:
HOMO level   -0.2989 Eh
Lowest unoccupied orbital energy   0.54 eV
Gap between HOMO and LUMO   8.674 eV

b) C3H8OS2 | ωB97M-V/def2-TZVPD

Positions of all 14 atoms, in Å:
H -1.84659 2.79366 0.17573
H -2.16522 -2.86783 0.54116
S -1.20695 0.59669 0.52333
H 2.39044 -1.68346 -1.54659
H -2.36347 1.93677 -1.29239
H 1.63858 -1.60958 0.86878
C -2.29538 1.82817 -0.09906
H 2.70451 -0.17559 1.10531
O -2.50856 -1.99937 0.24413
C 2.31679 -0.84420 0.39097
H -3.28259 1.78238 0.31870
C 2.79667 -0.96896 -0.84580
S -1.64115 -0.98918 -0.77990
H 3.23154 -0.05617 -1.33378

Summary:
HOMO level   -0.3200 Eh
Lowest unoccupied orbital energy   0.44 eV
Gap between HOMO and LUMO   9.152 eV

c) C3H8OS2 | ωB97M-V/def2-TZVPD

Positions of all 14 atoms, in Å:
H 1.44358 1.95554 1.00348
H 2.60832 1.41276 2.21277
H -2.29990 -2.60591 -2.29333
H -0.85914 -1.95955 -1.35499
H -3.73945 -1.84185 -0.40462
C 2.48513 2.02928 1.32012
C -2.66067 -1.98588 -0.27443
S 2.44557 2.22342 -1.72835
H 1.33860 2.59428 -1.10455
O -2.12989 -1.92095 0.98417
C -1.93303 -2.17404 -1.37311
S 3.37907 1.34677 -0.10751
H -2.86674 -2.12118 1.55803
H 2.78853 3.04731 1.56234

Summary:
HOMO level   -0.2979 Eh
Lowest unoccupied orbital energy   0.65 eV
Gap between HOMO and LUMO   8.751 eV

d) C3H8OS2 | ωB97M-V/def2-TZVPD

Positions of all 14 atoms, in Å:
H 1.70922 -2.94581 2.16958
H -0.72407 0.14325 -2.36973
S -0.27533 -3.53284 1.10904
H -2.15595 0.78841 -1.22183
H -0.03188 1.84480 1.54842
O -0.53719 1.76526 0.72375
H 2.24591 -3.99696 0.83045
H 2.08502 -0.46709 -0.12109
C -1.17578 0.32484 -1.34730
C 1.40879 -3.60495 1.37834
S -0.01374 0.37953 -0.15496
H -0.34521 -0.39906 1.05905
H 1.67538 0.21571 -1.69047
C 1.30638 -0.36158 -0.85757

Summary:
HOMO level (spin up / spin down)   -0.2783 / -0.2783 Eh
Lowest unoccupied orbital energy (spin up / spin down)   -0.89 / -0.89 eV
Gap between HOMO and LUMO (spin up / spin down)   6.685 / 6.684 eV

Energy above the most stable structure, in kcal/mol: a) 0.0; b) 43.9; c) 34.3; d) 161.8

a) C3H8OS2 | ωB97M-V/def2-TZVPD

Positions of all 14 atoms, in Å:
H 6.83571 -2.22874 2.83836
S -0.27374 -0.19397 2.71586
H 0.71814 2.01646 0.18687
C 1.06742 0.99117 0.41539
H 5.36044 -1.78492 2.61201
O 5.93844 -2.58077 2.64027
H 0.52581 -1.82052 1.03059
C -0.30221 -1.08665 1.06607
H 2.09554 0.88942 0.01784
H -1.25101 -1.64355 0.94322
H -0.93238 0.59655 -0.01617
H 0.15970 -0.40257 -1.01876
C 0.00000 0.00000 0.00000
S 1.30214 0.94233 2.16895

Summary:
HOMO level   -0.2893 Eh
Lowest unoccupied orbital energy   0.60 eV
Gap between HOMO and LUMO   8.477 eV

b) C3H8OS2 | ωB97M-V/def2-TZVPD

Positions of all 14 atoms, in Å:
H 1.57902 -1.43710 1.52394
H -1.11455 -0.80794 -0.68338
S 1.53402 1.13988 1.23609
H -0.59004 -2.24735 -2.63060
H -0.47532 1.33441 2.61924
C 0.49933 1.81160 2.57950
O -0.04246 0.53136 -1.78370
S 2.35564 -0.53398 2.14177
H -2.22991 -1.61902 -2.61319
C -0.74935 -0.42284 -1.65984
H 1.03076 1.71828 3.51707
C -1.18629 -1.34316 -2.77850
H -1.01296 -0.97274 -3.77914
H 0.40212 2.84859 2.31075

Summary:
HOMO level   -0.3238 Eh
Lowest unoccupied orbital energy   0.62 eV
Gap between HOMO and LUMO   9.434 eV

Energy above the most stable structure, in kcal/mol: a) 0.0; b) 7.4